Density functional theory data (the ωB97M-V functional and the def2-TZVPD basis) for a molecular structure, C23H48IrNOP3Se.

Calculated values
Charge: +3
Multiplicity: 5
F_max (eV Å⁻¹): 3.2
Electronic energy (Eh): -4563.91643

Structure (XYZ):
```
78
Properties=species:S:1:pos:R:3:lowdin_spin:R:1
Ir 0.91 -0.94 0.18 1.27
P 2.47 -2.32 0.92 0.13
P 0.43 -0.58 -2.18 0.15
P -0.94 -0.81 1.77 0.04
H -3.22 -0.49 -2.31 0.01
C -3.61 0.07 -1.40 0.02
C -3.26 1.38 -1.21 0.01
H -2.88 1.95 -2.10 0.00
C 1.85 -3.97 0.58 0.05
C 4.02 -1.98 -0.05 0.00
C 2.78 -1.99 2.65 0.05
C -0.70 0.34 -3.36 0.05
C 1.95 0.33 -2.71 0.01
C 0.55 -2.18 -3.05 0.03
C -2.58 0.00 1.98 0.00
C -0.22 0.12 3.18 0.01
C -1.18 -2.41 2.63 0.02
H -4.11 -0.48 -0.57 0.00
H -3.44 1.85 -0.21 0.00
H 2.64 -4.72 0.77 0.01
H 1.53 -4.03 -0.47 0.01
H 1.00 -4.16 1.24 0.00
H 4.83 -2.70 0.15 0.00
H 4.26 -0.91 0.17 0.00
H 3.80 -2.02 -1.13 0.00
H 3.59 -2.63 3.03 0.01
H 1.87 -2.16 3.25 0.00
H 3.08 -0.93 2.71 0.00
H -0.49 0.02 -4.40 0.01
H -0.49 1.43 -3.31 0.00
H -1.76 0.17 -3.16 0.00
H 2.29 0.02 -3.70 0.00
H 2.77 0.17 -2.00 0.00
H 1.72 1.40 -2.74 0.00
H 0.28 -2.07 -4.10 0.00
H -0.18 -2.86 -2.57 0.01
H 1.60 -2.50 -3.01 0.00
H -2.98 -0.36 2.94 0.00
H -3.28 -0.27 1.18 0.00
H -2.48 1.10 2.03 0.00
H -0.79 -0.19 4.07 0.00
H -0.36 1.19 3.02 0.00
H 0.84 -0.12 3.32 0.00
H -2.03 -2.23 3.31 0.00
H -0.31 -2.69 3.26 0.00
H -1.41 -3.14 1.84 0.01
C -4.04 -4.06 -1.55 0.26
C -4.92 -3.16 -2.22 0.10
C -6.18 -3.49 -2.73 0.03
C -6.63 -4.83 -2.61 0.21
C -5.76 -5.81 -2.07 0.03
C -4.52 -5.41 -1.54 0.09
Se -2.27 -3.33 -1.05 1.20
H 2.30 -0.97 -0.57 0.00
H -4.52 -2.16 -2.35 0.01
H -6.80 -2.73 -3.24 0.00
H -7.64 -5.10 -2.94 0.01
H -6.08 -6.87 -2.09 0.00
H -3.83 -6.14 -1.14 0.00
O 1.20 1.11 0.99 0.12
C 1.64 2.27 0.64 0.01
C 0.77 3.24 -0.15 0.00
C 0.22 4.33 0.77 0.00
C 1.20 5.44 1.10 0.00
C 2.45 4.99 1.86 0.00
C 3.34 4.00 1.10 0.00
N 2.84 2.65 1.07 0.02
H 1.40 3.65 -0.99 0.00
H -0.05 2.61 -0.57 0.00
H -0.64 4.74 0.25 0.00
H -0.17 3.87 1.69 0.00
H 1.50 5.93 0.16 0.00
H 0.66 6.18 1.69 0.00
H 3.04 5.89 2.08 0.00
H 2.16 4.57 2.83 0.00
H 3.48 4.37 0.09 0.00
H 4.31 3.99 1.57 0.00
H 3.38 1.91 1.53 0.00
```